1.
The following is a quantum chemistry calculation of C44H36BrF9N8OTi as an isolated structure in a non-equilibrium geometry, from the OMol25 dataset.

```
100
Properties=species:S:1:pos:R:3:forces:R:3
Br 5.98348 -3.91168 -1.87670 0.04 0.00 0.01
Ti 0.12978 0.39277 -0.04518 -1.44 -2.05 -1.05
F 6.05168 1.58215 2.17681 -0.31 0.10 -0.04
F 2.68129 1.59076 4.23941 0.20 -0.16 0.01
F 5.66482 -0.99605 3.20727 -0.25 0.02 -0.31
F 3.89776 -1.90829 2.33213 0.29 0.16 0.11
F 3.28566 -0.45608 4.58941 0.12 0.34 -0.11
F 4.30978 2.86458 2.45118 0.21 -0.33 -0.23
F 4.76594 1.14843 4.64065 -0.30 -0.17 -0.15
F 5.31119 -0.85281 1.06548 0.08 0.05 0.45
F 4.60022 1.81482 0.57612 0.14 0.02 0.34
O 2.67654 0.43823 1.79752 0.76 -0.04 0.52
N 0.02172 2.21783 1.28516 0.11 0.35 0.70
N -0.10893 2.19950 -1.33781 0.14 0.07 -0.14
N -1.87478 0.44749 0.21468 -0.90 0.54 -0.04
N -0.23674 -1.02492 1.66499 0.15 -0.14 0.27
N -1.37335 -1.77693 1.72982 -0.05 0.14 -0.25
N 2.05374 0.67832 -0.95167 1.31 -0.48 0.10
N 0.00272 -0.80913 -1.28509 0.21 -0.12 0.24
N -1.03932 2.60563 2.04285 -0.17 -0.20 -0.16
C -0.62352 3.40699 3.05160 -0.17 0.02 0.04
C -2.25051 -1.90276 0.60362 0.20 -0.15 0.45
C -0.21548 0.15294 -3.99339 0.12 -0.18 -0.10
C 4.06594 -0.25221 -2.07701 0.11 0.17 -0.26
C -4.19761 1.09325 0.78326 -0.04 0.12 0.00
C -3.34436 3.28202 2.16573 0.17 0.13 0.08
C 0.37960 -1.18674 2.83079 -0.10 -0.13 0.02
C 1.21460 3.93154 -2.29132 0.21 0.45 -0.18
C -2.80178 1.27959 0.87000 0.40 -0.47 -0.11
C 3.84591 0.49222 2.43847 -0.15 -0.02 -0.06
C -1.19992 2.91704 -1.57737 -0.07 -0.19 0.07
C -0.14411 -1.31850 -3.66918 0.08 0.23 -0.07
C -3.14172 -0.96676 -1.38350 -0.19 -0.02 -0.40
C 4.82041 -2.45771 -1.55175 0.02 0.02 -0.12
C 0.72818 3.58276 2.92913 0.24 0.08 0.12
C 2.22328 1.79191 -1.51878 -0.06 0.78 -0.38
C -1.45440 -2.40245 2.92130 -0.14 -0.02 0.06
C 4.95027 -1.29772 -2.29509 0.03 0.08 0.00
C -1.15244 4.16468 -2.17251 -0.10 0.14 -0.05
C 4.73857 1.68948 1.91523 -0.30 0.05 -0.06
C -4.70817 3.11977 2.00361 -0.16 0.10 0.13
C 1.08455 2.81907 1.81343 -0.09 0.10 -0.19
C -3.75462 -2.17854 -1.67410 0.02 0.03 -0.08
C -4.33969 -4.58249 -1.09612 0.12 0.22 0.04
C 3.66305 0.70595 4.00068 -0.15 -0.04 -0.13
C 2.98003 -1.51377 -0.36943 -0.31 0.04 -0.12
C -3.65220 -3.26308 -0.80741 -0.15 -0.14 0.01
C -0.02921 -4.03415 -3.12861 0.00 -0.08 0.11
C 1.07925 2.70063 -1.69093 0.22 -0.30 0.05
C 4.70528 -0.83293 2.27142 -0.20 0.19 -0.03
C 0.02001 -3.69695 -0.66184 0.25 -0.08 -0.27
C -5.69443 4.11951 2.57394 0.16 -0.14 -0.02
C 0.07628 4.68675 -2.52918 0.13 0.12 -0.07
C -0.00485 -3.13211 -2.06662 -0.07 -0.13 0.26
C -2.87518 -3.10901 0.33520 -0.11 -0.11 0.14
C 3.06094 -0.35615 -1.12459 -0.18 0.33 0.13
C -2.41013 2.36944 1.67288 0.37 0.18 0.08
C -0.35326 -2.05043 3.66123 0.13 -0.01 0.11
C -0.04416 -1.74734 -2.32886 -0.03 0.33 0.47
C -2.40279 -0.80409 -0.22738 -0.30 0.73 0.58
C -0.10035 -3.61089 -4.44323 -0.03 0.02 -0.03
C -5.11623 1.97585 1.33187 -0.03 -0.20 -0.12
C 3.84831 -2.56641 -0.57929 -0.12 -0.13 -0.11
C -0.16115 -2.24890 -4.70046 -0.06 0.09 -0.08
H 3.78236 -3.45834 0.02672 -0.04 0.00 0.01
H 0.85047 -4.39965 -0.54757 0.01 0.07 -0.02
H 2.25901 -1.57351 0.42149 -0.26 -0.07 0.16
H 0.11813 -2.91933 0.08706 0.10 0.03 0.01
H 2.20341 4.28540 -2.56614 -0.14 0.00 0.01
H -0.22918 -1.89394 -5.72803 0.00 -0.04 0.17
H 1.32353 -0.68492 2.99074 -0.06 0.04 -0.07
H -4.57119 0.22638 0.26157 -0.01 -0.03 -0.06
H -3.23563 -0.12307 -2.06460 -0.03 -0.11 0.12
H 5.72870 -1.20919 -3.04266 -0.08 -0.01 0.04
H -4.33077 -2.27891 -2.58930 0.07 0.00 0.07
H 0.77360 0.62150 -3.93837 -0.05 -0.02 0.05
H 0.14931 5.66303 -2.99495 0.01 -0.08 0.04
H -3.62517 -5.40847 -1.08532 -0.01 0.03 -0.01
H -2.07117 4.70979 -2.34882 0.06 -0.04 0.00
H 4.17758 0.63836 -2.68847 -0.02 -0.21 0.03
H -6.17894 1.76650 1.22110 0.16 0.02 -0.03
H -0.10365 -2.36720 4.66400 -0.06 0.07 -0.19
H -2.13913 2.46721 -1.28904 -0.02 -0.05 0.07
H 0.00717 -5.09904 -2.90367 -0.01 0.14 -0.02
H -6.66504 4.03725 2.08104 0.08 0.00 0.02
H -0.59737 0.30453 -5.00464 0.03 -0.01 0.04
H -1.31016 3.78211 3.79568 0.11 -0.08 -0.16
H -2.73613 -3.95139 1.01113 0.03 0.12 -0.12
H 2.05700 2.68337 1.36896 -0.07 -0.17 0.14
H -2.30274 -3.02637 3.16540 0.12 0.09 -0.08
H -2.98961 4.15747 2.70401 -0.05 -0.13 -0.14
H -0.85985 0.66981 -3.29115 -0.11 0.09 0.09
H -5.33636 5.14523 2.45080 -0.03 -0.10 -0.01
H -0.90133 -4.24852 -0.46048 0.17 0.01 -0.07
H -4.82234 -4.56852 -2.07380 0.03 0.02 0.04
H 3.15639 2.06680 -1.98995 0.11 0.13 -0.12
H -0.12233 -4.32882 -5.25846 0.03 0.10 0.12
H 1.38137 4.14435 3.58256 -0.12 -0.13 -0.14
H -5.10268 -4.79888 -0.34469 0.02 0.01 -0.03
H -5.85265 3.95509 3.64543 0.02 0.00 -0.11
```
Forces are in eV/Å.

Strongest force on any atom, hartree/bohr: 0.0528
Relative energy (zero: lowest compared OMol25 entry of this formula, charge and spin), kJ/mol: 0.0
Orbital gap, eV: 6.29
HOMO level, eV: -7.33

***

2.
The following is a quantum chemistry calculation of the molecule C6H13Br2PS, from the OMol25 dataset.

```
23
Properties=species:S:1:pos:R:3:forces:R:3
Br 2.20415 1.56776 2.57194 0.03 -0.01 0.04
Br -2.14666 -1.82409 -0.04779 0.03 -0.01 0.03
S 2.83620 -1.58018 0.97311 0.16 0.00 -0.11
P 0.89060 -0.77127 0.97633 -0.11 0.02 0.02
C 0.51487 -0.97331 -0.84335 -0.01 0.25 0.05
C -0.94075 -0.89832 -1.29049 0.07 -0.09 -0.17
C -0.02581 1.86966 0.83043 0.12 0.18 0.01
C -1.04133 1.66232 1.96289 -0.03 -0.03 -0.01
C 1.26593 1.05845 0.94336 -0.28 -0.07 0.00
C -1.12981 -1.49367 -2.67968 -0.09 0.04 0.07
H -2.03194 1.43603 1.57009 0.00 0.00 0.00
H 0.94477 -1.92725 -1.14828 -0.03 -0.05 0.09
H -1.27511 0.13498 -1.28441 -0.19 -0.05 0.09
H -2.18127 -1.67470 -2.89064 -0.03 0.09 -0.02
H 0.26572 2.92056 0.78498 -0.04 0.01 -0.06
H -0.60492 -2.44517 -2.75717 0.01 -0.02 -0.03
H 1.04792 -0.18277 -1.38371 0.09 -0.14 -0.14
H -0.74655 -0.80780 -3.43764 0.13 -0.03 0.01
H -0.47593 1.64766 -0.14052 0.02 -0.04 0.01
H 2.57819 -2.43171 1.97097 0.03 -0.01 0.05
H -1.12368 2.55502 2.57948 0.02 0.00 0.03
H -0.75601 0.83980 2.61841 -0.01 -0.02 -0.02
H 1.93143 1.31800 0.12169 0.12 -0.04 0.05
```
Forces are in eV/Å.

Strongest force on any atom, hartree/bohr: 0.0055
Orbital gap, eV: 9.79
HOMO level, eV: -9.08

***

3.
The following is a quantum chemistry calculation of the molecule CH3N5O in a non-equilibrium geometry, from the OMol25 dataset.

```
10
Properties=species:S:1:pos:R:3:forces:R:3
O -1.25129 -1.69748 0.00977 -0.85 -0.58 -0.47
N -0.26439 0.32896 -0.24482 2.95 1.37 -0.43
N 0.29848 0.54018 1.83774 -1.34 -1.01 2.58
N 0.54425 -0.06202 -1.32675 -3.17 -1.67 -4.32
N 0.70758 0.78819 0.66360 0.15 3.21 -1.26
N -0.67242 -0.33739 1.84025 1.23 1.06 -0.19
C -0.85762 -0.67180 0.47642 -0.06 -0.66 1.35
H 0.12194 0.48214 -2.18729 1.14 -1.52 1.92
H 1.21322 1.71574 0.40579 -1.26 -2.25 0.95
H 0.16025 -1.08652 -1.47471 1.21 2.04 -0.12
```
Forces are in eV/Å.

Strongest force on any atom, hartree/bohr: 0.1091
Relative energy (zero: lowest compared OMol25 entry of this formula, charge and spin), kJ/mol: 176.2
Orbital gap, eV: 10.28
HOMO level, eV: -10.14

***

4.
The following is a quantum chemistry calculation of the molecule C4H5NO2, from the OMol25 dataset.

```
12
Properties=species:S:1:pos:R:3:forces:R:3
O 1.29282 -0.42436 -1.26304 -0.48 0.02 0.23
O -2.06725 -1.21604 -0.98524 0.48 0.00 -0.27
N -0.28477 0.46723 0.16643 0.15 -0.14 -0.07
C -0.94266 -1.25181 -1.41299 -0.48 -0.09 0.07
C 0.15869 -0.35794 -0.85167 0.34 0.00 0.11
C 0.20098 0.15444 1.86962 0.35 -0.09 -0.06
C 0.66274 1.25072 0.98030 0.01 0.17 0.02
H -1.27812 0.49205 0.34435 -0.06 0.12 -0.16
H 1.64171 1.22911 0.49546 -0.14 0.03 0.10
H 0.90815 -0.67857 1.70383 -0.05 0.09 0.00
H 0.30956 2.26545 1.16730 -0.03 -0.17 -0.02
H -0.60184 -1.93028 -2.21435 -0.07 0.05 0.05
```
Forces are in eV/Å.

Strongest force on any atom, hartree/bohr: 0.0106
Relative energy (zero: lowest compared OMol25 entry of this formula, charge and spin), kJ/mol: 427.6
Orbital gap, eV: 7.65
HOMO level, eV: -8.62

***

5.
The following is a quantum chemistry calculation of a 7-piece molecular cluster, C14H42O7S7 overall in a non-equilibrium geometry, from the OMol25 dataset.

```
70
Properties=species:S:1:pos:R:3:forces:R:3
S 16.67750 9.20168 9.03576 -0.50 1.46 -1.08
S 8.31696 9.51477 12.33165 1.30 -0.75 1.39
S 11.40377 11.50917 9.00114 0.47 1.44 -1.01
S 17.13843 10.33956 14.10477 -0.46 1.31 0.85
S 17.07721 14.75028 11.85585 -0.74 -1.27 -0.75
S 12.70991 8.45148 14.12983 0.87 1.82 0.51
S 16.04253 13.58833 6.62018 -0.68 0.05 0.13
O 13.15874 9.74404 14.83569 -0.72 -1.51 -1.05
O 15.52114 13.27788 7.97418 -0.74 -0.15 0.81
O 16.56783 9.51193 7.55759 0.40 -0.71 0.28
O 15.79063 14.82440 12.60385 0.25 -0.06 0.25
O 7.86280 10.78627 11.82370 -1.51 2.41 -0.89
O 16.77268 9.88480 12.73248 0.33 0.16 -0.49
O 11.99994 10.36481 9.71692 0.36 -0.63 0.49
C 15.39444 10.31345 9.66115 0.67 0.07 0.38
C 12.00757 13.06931 9.77504 -0.33 -0.26 1.15
C 16.73315 15.62274 10.32157 -0.62 -0.15 0.21
C 15.91037 11.67401 14.52778 1.37 -1.19 1.45
C 16.43473 12.02651 5.85424 0.67 0.13 -0.30
C 10.08535 9.77259 12.40668 0.39 0.35 -0.27
C 12.30776 11.64245 7.39664 -0.78 -1.14 -0.18
C 18.57666 11.51554 14.12062 -0.44 -1.60 -2.52
C 18.11773 10.11814 9.63676 -1.36 1.13 -1.43
C 13.18148 8.63479 12.40857 0.07 1.64 0.20
C 17.09174 13.06505 10.99722 -0.74 0.51 -0.79
C 14.01722 7.32378 14.47530 -0.62 -2.15 -0.81
C 8.43101 8.43381 10.97028 0.99 0.65 -1.32
C 17.61476 14.26076 6.99194 2.36 1.64 -0.52
H 13.03037 7.76392 11.80906 -0.27 -0.65 -0.26
H 13.11204 13.21706 9.83540 -0.80 -0.63 0.13
H 17.50437 15.29752 7.39692 -0.52 -0.75 -0.42
H 9.14328 8.77745 10.19987 -0.32 0.18 0.37
H 8.77305 7.51217 11.31594 0.43 -1.81 0.59
H 16.16231 12.60127 14.07092 0.50 0.89 -0.07
H 14.04836 7.32238 15.55062 0.44 -0.40 0.38
H 11.84053 10.90837 6.69542 0.19 0.47 0.66
H 19.45036 10.90248 13.74451 -0.81 1.06 0.45
H 7.48092 8.35257 10.53110 -1.40 -0.27 -0.48
H 16.88455 12.25058 11.68310 0.59 0.09 0.61
H 18.05779 9.96578 10.68231 0.37 0.39 1.26
H 12.14661 12.62638 6.97565 0.25 0.28 0.04
H 18.63720 11.73186 15.14694 0.43 0.56 1.32
H 18.12259 13.73435 7.84514 -0.32 -0.11 -1.22
H 17.28387 11.49366 6.36424 -0.87 0.49 -0.76
H 15.81600 11.69784 15.64932 -0.06 0.16 -1.25
H 12.61740 9.48892 12.02930 -0.05 -0.27 -0.23
H 18.12213 11.17367 9.23493 -0.43 -1.04 0.79
H 10.39266 9.90572 11.36698 0.10 0.11 0.16
H 18.06309 12.95565 10.47804 -0.48 -0.02 0.39
H 14.46175 9.82002 9.46657 -0.56 -0.27 0.15
H 16.24102 12.91210 10.26140 1.04 0.96 0.58
H 16.55366 12.31714 4.78778 0.44 -0.59 0.53
H 15.52322 11.42517 5.93141 0.22 0.08 0.12
H 15.80615 15.11929 9.95459 0.87 0.73 -0.20
H 18.23097 14.44259 6.03234 -0.65 -0.78 1.54
H 17.59738 15.59238 9.69452 0.47 -0.78 -0.79
H 10.35388 10.68324 12.95718 -0.40 -0.33 0.13
H 13.35306 11.33888 7.50515 -0.09 0.46 0.26
H 18.94246 9.65742 9.18342 1.32 -0.94 -0.36
H 10.60431 8.92414 12.80674 0.05 -0.45 0.31
H 11.61732 13.92370 9.24363 -0.31 0.12 -0.53
H 11.45961 13.09442 10.77380 1.11 -0.15 -1.03
H 16.64840 16.69194 10.46860 -0.61 0.15 0.61
H 15.54949 10.51158 10.73114 -0.22 -0.07 -0.28
H 13.74282 6.29781 14.02598 0.34 1.40 0.94
H 14.92335 7.64792 13.98393 0.33 0.28 0.25
H 14.22617 8.94436 12.39959 0.14 -0.15 0.05
H 15.04284 11.33865 14.04698 -1.58 -0.70 -0.19
H 15.43005 11.21888 9.03418 0.24 -0.26 0.30
H 18.30095 12.39203 13.49153 0.60 -0.63 0.50
```
Forces are in eV/Å.

Strongest force on any atom, hartree/bohr: 0.0587
Relative energy (zero: lowest compared OMol25 entry of this formula, charge and spin), kJ/mol: 160.6
Orbital gap, eV: 8.85
HOMO level, eV: -8.61

***

6.
The following is a quantum chemistry calculation of C20H15LiN2O7S as an isolated structure, from the OMol25 dataset.

```
46
Properties=species:S:1:pos:R:3:forces:R:3
S 1.73656 -3.66910 0.74481 0.29 0.39 0.09
O -1.22881 1.60814 -0.86841 0.02 0.31 0.02
O 1.32005 2.96443 -0.86722 -0.04 -0.10 -0.03
O -2.59237 -2.41532 -0.48929 0.18 0.11 0.02
O -0.51436 -1.66912 -0.26537 0.00 -0.50 -0.23
O 0.27444 -0.53993 1.86066 0.37 0.41 0.02
O -2.65872 7.60137 -0.05442 0.14 -0.01 -0.02
O -4.61055 6.71041 0.02252 -0.08 -0.13 -0.01
N -3.38891 6.61029 -0.08061 -0.15 0.55 0.13
N 2.00383 -0.01776 -0.16626 -0.35 0.14 -0.20
C 4.75022 0.13526 0.15814 -0.12 -0.02 0.12
C -0.85266 3.95100 -0.55777 -0.29 -0.38 0.03
C 4.18532 0.19374 -1.10893 0.02 -0.02 -0.05
C 2.54167 -0.12191 1.03606 0.00 -0.11 0.16
C -1.95827 -4.98065 -0.40133 -0.03 -0.10 -0.05
C -3.09720 2.95195 -0.45958 -0.05 -0.04 0.03
C -3.63752 4.17820 -0.26192 -0.03 0.25 -0.02
C -1.67487 2.74742 -0.64486 -0.05 0.09 -0.04
C -2.81401 5.33189 -0.23147 0.22 -0.65 -0.09
C 0.53703 -5.97555 0.12209 -0.20 -0.05 -0.12
C -1.76859 -6.35020 -0.41573 -0.12 -0.06 -0.05
C 3.91602 -0.02164 1.24790 0.13 0.03 -0.12
C -1.37958 -2.60610 -0.29527 -0.40 0.00 -0.03
C 0.36517 -4.56943 0.19452 -0.33 0.15 0.03
C 2.80714 0.12532 -1.21260 0.19 0.07 -0.09
C -0.48965 -6.84281 -0.17752 0.08 -0.08 0.03
C -0.93495 -4.06662 -0.13699 0.26 -0.14 -0.02
C -1.44031 5.18722 -0.36366 -0.05 0.17 0.00
C 1.62331 -0.41321 2.19707 -0.21 -0.11 0.23
C 0.59771 3.91109 -0.66014 0.32 0.31 -0.06
Li -0.29401 0.12370 -0.41307 0.34 -0.26 0.25
H 4.31393 -0.08458 2.25408 -0.03 -0.06 -0.01
H 1.06386 4.91925 -0.52933 -0.08 0.01 0.02
H -4.70128 4.31113 -0.12521 -0.02 -0.04 -0.02
H 0.19007 -1.24285 1.16419 -0.12 -0.24 0.10
H 4.80452 0.28714 -1.99137 -0.05 0.02 -0.03
H 1.52821 -6.35973 0.32798 0.02 0.04 0.03
H -0.82402 6.07773 -0.32039 0.04 -0.03 0.01
H -0.29783 -7.91236 -0.21955 0.01 0.00 0.03
H 5.82414 0.19522 0.29148 0.00 0.01 -0.01
H 2.32014 0.18938 -2.17917 0.02 0.02 -0.01
H -2.59554 -7.02199 -0.62357 0.00 0.02 -0.02
H -2.93356 -4.56024 -0.61298 0.06 0.00 0.01
H 1.70990 0.39918 2.92849 0.02 0.01 0.01
H -3.71898 2.06613 -0.48322 0.04 -0.02 -0.01
H 1.99330 -1.33549 2.66722 0.01 0.03 -0.03
```
Forces are in eV/Å.

Strongest force on any atom, hartree/bohr: 0.0135
Relative energy (zero: lowest compared OMol25 entry of this formula, charge and spin), kJ/mol: 13.4
Orbital gap, eV: 4.82
Charge: -2
HOMO level, eV: -0.64